No. 1
Molecular formula: CH4N2O
Method: DFT, the ωB97M-V functional and the def2-TZVPD basis

```
! RIJCOSX wB97M-V def2-TZVPD def2/J DEFGRID3
* xyz 0 1
N -0.406 -0.429 -0.225
N 0.168 -0.385 1.411
C 0.005 0.601 -1.029
H 1.011 -0.936 1.233
H 0.281 0.150 -2.059
O -1.306 0.541 -0.616
H 0.681 1.460 -0.674
H -0.433 -1.003 1.958
*
```

Summary:
ΔE to the lowest compared entry with this formula, charge and spin: 132.4 kcal per mole
Strongest force on any atom: 5.8 eV/Å
SMILES string: NN1CO1
DFT total energy: -6124.7651 eV
E_LUMO: 1.1 eV
Gap between HOMO and LUMO: 10.34 eV

---

No. 2
Molecular formula: C20H15BrN4OS
Method: DFT, the ωB97M-V functional and the def2-TZVPD basis

```
! RIJCOSX wB97M-V def2-TZVPD def2/J DEFGRID3
* xyz 0 1
C 5.347 -2.355 3.169
N -3.854 1.042 -0.390
S 1.007 3.485 -0.459
C -2.294 -0.721 -0.636
H 3.870 0.816 0.353
N 3.563 0.130 1.050
C 5.579 -1.136 0.695
H -1.381 3.028 0.299
H -2.744 -0.063 2.267
C -2.810 -1.028 -1.913
C -4.395 -0.440 -3.700
C 4.392 -1.439 2.763
C -5.895 1.486 -3.392
H -6.664 2.117 -3.727
C 4.471 -0.842 1.488
C -2.844 0.300 0.116
N -0.878 0.656 1.662
C 6.405 -2.694 2.324
C 2.213 0.236 1.332
H -5.881 0.194 -5.094
H -4.096 -1.251 -4.348
H 5.709 -0.733 -0.290
N 2.082 2.330 0.134
C 6.532 -2.079 1.102
C -4.303 0.827 -1.634
C -0.015 1.524 0.932
Br 7.986 -2.504 -0.060
H -2.702 1.645 1.717
C -2.347 0.626 1.525
H 5.234 -2.823 4.144
H -5.738 2.394 -1.450
H -1.520 -1.360 -0.266
C -5.415 0.417 -4.128
H -2.424 -1.852 -2.477
C -3.817 -0.227 -2.445
C -0.367 2.686 0.329
H -0.356 -0.104 2.163
H 7.086 -3.475 2.670
C -5.378 1.616 -2.095
H 3.568 -1.202 3.462
O 1.625 -0.594 2.038
C 1.450 1.366 0.769
*
```

Summary:
ΔE to the lowest compared entry with this formula, charge and spin: 0.0 kcal per mole
Strongest force on any atom: 3.4 eV/Å
SMILES string: O=C(Nc1cccc(Br)c1)c1nscc1NCc1ccc2ccccc2n1
DFT total energy: -109869.3865 eV
E_LUMO: -0.1 eV
Gap between HOMO and LUMO: 8.19 eV

---

No. 3
Molecular formula: C6H9F4O2S
Method: DFT, the ωB97M-V functional and the def2-TZVPD basis

```
! RIJCOSX wB97M-V def2-TZVPD def2/J DEFGRID3
* xyz -1 1
F -2.235 1.311 3.641
F 1.990 0.104 1.456
H 2.213 -0.213 -1.116
F -0.444 0.473 4.483
H -2.141 1.727 0.939
C -1.325 0.322 3.467
H 1.259 -2.060 0.400
O -3.131 -1.368 2.451
H -0.316 -1.546 -0.224
H -1.976 0.021 0.539
F 0.336 2.280 1.204
H 1.833 1.474 -0.730
S -2.149 -1.400 3.549
C 0.409 -1.404 0.570
C -1.516 0.997 0.428
C -0.159 0.999 1.057
O -1.028 -2.322 3.296
C 0.893 0.038 0.589
H 0.614 0.453 -1.516
C 1.427 0.467 -0.794
H -1.483 1.270 -0.639
H -0.044 -1.665 1.526
*
```

Summary:
ΔE to the lowest compared entry with this formula, charge and spin: 15.4 kcal per mole
Strongest force on any atom: 0.8 eV/Å
DFT total energy: -32166.8282 eV
E_LUMO (alpha / beta): 3.5 / 3.5 eV
Gap between HOMO and LUMO (alpha / beta): 7.50 / 6.98 eV

---

No. 4
Molecular formula: C7H6FNO2
Method: DFT, the ωB97M-V functional and the def2-TZVPD basis

```
! RIJCOSX wB97M-V def2-TZVPD def2/J DEFGRID3
* xyz 0 3
C 1.012 -1.460 0.107
N -3.398 0.590 0.164
C 1.549 -0.248 0.633
H 1.237 1.922 0.894
H -2.752 0.241 -1.874
H -0.542 -2.342 -0.960
C -1.026 -0.292 -0.238
O -3.037 1.749 -0.026
H 1.434 -2.401 0.169
H 2.440 -0.202 1.189
O -4.242 0.319 0.977
F -3.055 -1.553 -0.570
C -0.492 0.911 0.312
C -2.531 -0.332 -0.517
H -1.012 1.816 0.503
C 0.875 0.978 0.599
C -0.275 -1.395 -0.443
*
```

Summary:
ΔE to the lowest compared entry with this formula, charge and spin: 20.3 kcal per mole
Strongest force on any atom: 6.6 eV/Å
DFT total energy: -15649.2608 eV
E_LUMO (alpha / beta): -0.5 / -4.4 eV
Gap between HOMO and LUMO (alpha / beta): 4.95 / 5.46 eV

---

No. 5
Molecular formula: C17H31Cl12FIN2O5PS
Method: DFT, the ωB97M-V functional and the def2-TZVPD basis

```
! RIJCOSX wB97M-V def2-TZVPD def2/J DEFGRID3
* xyz 0 1
O 2.548 -0.551 -2.249
H -5.311 1.093 5.367
H -1.472 -2.962 7.104
H 1.001 -1.567 -3.165
H 1.121 3.544 -2.999
Cl -5.633 -0.074 3.350
Cl -0.365 -3.845 8.982
N 2.567 -3.611 -2.262
O 4.744 -3.136 -2.613
H 0.558 -0.730 -1.710
H 4.388 -0.795 -3.134
N 1.540 2.979 -2.261
H 3.044 4.300 -1.746
I -0.714 3.868 1.951
H 1.782 2.642 0.481
P -0.141 -0.019 -4.987
Cl 1.821 -3.491 4.505
H 2.972 -1.291 -4.101
O 2.692 -2.670 -0.231
F 1.166 -4.127 -0.571
C 0.449 2.174 -1.765
H -0.971 -1.077 -4.548
C -0.735 2.933 -1.105
Cl -6.286 2.026 -2.188
Cl -7.926 1.729 1.253
C -9.051 2.497 0.128
C 3.659 -2.727 -2.658
H 0.837 -0.543 -5.866
Cl 4.577 -6.638 1.017
C 2.529 3.294 0.038
O -1.436 1.435 0.558
H -4.631 2.090 -0.521
H 3.787 1.640 0.624
C 1.175 -0.642 -2.604
H -9.753 1.750 -0.227
C 4.927 -4.943 0.652
H 0.809 1.451 -1.026
Cl -1.927 -5.265 6.959
C 2.173 -3.402 -0.966
H 3.906 -3.894 3.492
H 4.233 2.289 -0.991
H -0.033 -3.903 6.654
Cl -9.957 3.805 0.901
C -6.116 0.494 4.955
C 0.759 0.586 -3.451
C -0.904 -3.864 7.299
H -3.996 1.507 -2.077
C -1.039 2.485 0.314
H 4.215 -4.319 1.178
Cl 6.558 -4.490 1.154
C 2.129 3.914 -1.296
H 4.836 -4.788 -0.419
C 3.879 2.530 0.007
H 4.627 3.139 0.512
H 1.669 1.060 -3.828
C -4.637 2.238 -1.596
H -1.628 2.737 -1.706
Cl -7.581 1.476 4.894
H -6.300 -0.368 5.586
H 1.791 -3.578 -2.916
Cl -4.017 3.857 -1.950
S -1.139 1.421 -5.849
C 3.417 -1.270 -3.095
H 1.503 4.796 -1.113
H 2.642 4.118 0.739
C 3.173 -3.096 3.435
Cl 3.948 -1.579 3.893
H -0.618 4.015 -1.084
H 2.796 -3.000 2.421
H -8.488 2.906 -0.703
O -0.140 1.437 -2.824
*
```

Summary:
Strongest force on any atom: 3.6 eV/Å
SMILES string: CCCN[C@@H](CC(=O)I)O[C@@H](COCC(=O)NC(=O)F)[PH2]=S.ClCCl.ClCCl.ClCCl.ClCCl.ClCCl.ClCCl
DFT total energy: -212559.1927 eV
E_LUMO: -0.3 eV
Gap between HOMO and LUMO: 8.86 eV

---

No. 6
Molecular formula: C6H11N3O
Method: DFT, the ωB97M-V functional and the def2-TZVPD basis

```
! RIJCOSX wB97M-V def2-TZVPD def2/J DEFGRID3
* xyz -1 2
H -0.596 0.767 0.903
N 0.113 -0.033 -1.069
H -0.391 1.354 -3.895
H -1.756 0.943 -1.955
H -1.039 -0.814 0.779
C -1.564 -1.379 3.358
C -1.080 -0.121 2.750
C 1.300 0.481 -2.889
C 2.580 -0.580 -0.948
H -1.574 -1.279 4.438
C 1.363 -0.071 -1.617
H 2.058 0.379 -3.656
C -0.769 0.487 -1.934
H 3.331 0.211 -0.832
H -2.576 -1.675 3.009
O -0.732 0.848 3.416
H -1.117 -2.328 3.016
N -1.038 -0.002 1.376
H 3.028 -1.297 -1.678
N -0.059 0.808 -3.126
H 2.184 -0.911 0.020
*
```

Summary:
ΔE to the lowest compared entry with this formula, charge and spin: 4.3 kcal per mole
Strongest force on any atom: 3.3 eV/Å
DFT total energy: -12916.4493 eV
E_LUMO (alpha / beta): 3.5 / 3.5 eV
Gap between HOMO and LUMO (alpha / beta): 2.26 / 6.40 eV

---

No. 7
Molecular formula: C33H32N4O3
Method: DFT, the ωB97M-V functional and the def2-TZVPD basis

```
! RIJCOSX wB97M-V def2-TZVPD def2/J DEFGRID3
* xyz 0 1
N -0.814 -0.252 7.319
C -2.711 1.468 1.288
C 0.214 1.806 6.664
N -4.881 0.408 1.544
H -4.331 -0.352 -0.366
H -3.592 2.892 7.684
C 3.514 2.288 3.142
C -4.996 0.397 0.086
H 1.053 2.339 6.249
H 0.326 0.134 2.666
H 2.225 3.784 3.995
H -0.193 3.275 4.621
C -0.803 -1.692 7.309
N -1.831 1.790 7.919
H 0.125 -2.055 7.760
C 1.107 2.019 3.414
C -5.622 -0.574 2.235
C 2.301 2.780 3.576
H -4.740 1.384 -0.314
H -2.783 1.398 0.203
C -1.509 1.855 1.849
C 5.647 -1.701 1.583
H 5.282 -1.641 0.554
C -0.158 2.500 3.851
O -1.046 3.757 7.062
C -1.389 2.091 3.252
C 4.976 0.947 0.619
C -2.934 2.527 8.485
C -6.238 -0.299 3.471
H 4.428 2.887 3.192
C 6.750 -2.926 3.358
C 6.235 -2.874 2.058
H -7.189 -3.449 4.353
H 7.236 -3.835 3.714
H -2.538 2.206 5.089
C 1.226 0.720 2.841
H 6.034 0.892 0.344
C 2.457 0.179 2.536
H -4.549 1.185 4.158
H -6.028 0.158 -0.196
H 5.844 0.204 4.415
H -6.300 0.734 3.820
H 2.540 -0.845 2.163
C 5.970 -0.670 3.771
C -0.862 2.530 7.200
C -6.792 -2.639 3.740
C -3.713 1.378 3.495
C 5.472 -0.612 2.452
H -7.177 -1.101 5.228
C -6.321 -2.892 2.443
H -5.454 -2.062 0.650
H 6.299 -3.741 1.400
O -2.795 -0.221 8.514
H 4.402 0.275 -0.034
C -5.783 -1.860 1.674
H -0.847 -2.050 6.275
C 6.651 -1.806 4.198
H -1.659 -2.045 7.877
C -2.568 1.936 4.032
H -3.495 1.873 9.148
C 0.216 0.404 6.603
H -2.545 3.388 9.032
H 7.103 -1.814 5.189
H -6.372 -3.902 2.033
C -1.883 0.388 7.956
C -6.774 -1.331 4.240
C 3.610 0.983 2.622
H 4.608 1.972 0.500
N 4.821 0.559 2.020
C -3.805 1.087 2.111
O 1.018 -0.309 5.971
H -0.633 2.002 1.214
*
```

Summary:
Strongest force on any atom: 1.1 eV/Å
DFT total energy: -46841.9731 eV
E_LUMO: -2.1 eV
Gap between HOMO and LUMO: 4.96 eV